Entry 1:
Here is a cluster of 6 separate species, C21H33O11 in total in a non-equilibrium geometry from the Open Molecules 2025 dataset. Energies are from wB97M-V/def2-TZVPD.

As for the spin multiplicity: 1. The value obtained for the max |F| is 6.331 eV/A. The relative energy (zero: lowest compared OMol25 entry of this formula, charge and spin) comes out at 136.38 kJ/mol. As for the net charge: -1.

Last column: Mulliken charge in e.
Cartesian coordinates (Å):
H (-14.19, 1.82, -13.80)  0.19
H (-13.25, 0.64, -12.20)  -0.14
H (-14.34, -1.96, -7.60)  0.19
C (-13.15, -2.03, -5.77)  0.04
C (-13.58, 1.05, -9.13)  0.11
C (-10.47, 2.32, -12.02)  0.33
C (-17.59, 1.37, -11.52)  -0.31
H (-11.43, 1.95, -11.64)  -0.07
H (-15.46, 0.48, -15.61)  0.26
H (-7.32, -0.39, -8.13)  0.38
O (-16.64, 2.60, -13.37)  -0.57
H (-18.52, 0.88, -11.81)  0.31
O (-12.71, 2.05, -8.74)  -0.88
H (-16.78, 0.67, -11.34)  0.20
H (-10.61, 1.03, -5.75)  0.42
O (-10.17, 4.29, -10.60)  -0.62
H (-7.52, 1.25, -11.30)  0.32
H (-9.30, -1.52, -6.34)  0.40
H (-9.61, 0.41, -12.86)  0.42
C (-9.10, -0.49, -6.64)  -0.81
O (-9.92, 2.86, -7.52)  -0.57
C (-13.03, 0.10, -13.13)  0.55
C (-14.22, -2.54, -6.68)  -0.48
H (-13.01, -0.95, -5.80)  0.14
H (-11.07, 0.12, -7.14)  -0.17
H (-15.89, -1.26, -6.10)  0.27
O (-15.10, -2.44, -4.47)  -0.36
O (-15.89, -1.62, -14.05)  -0.68
H (-13.84, 0.40, -8.30)  -0.04
H (-7.71, 2.07, -12.79)  0.29
C (-14.54, 0.17, -15.12)  -0.45
H (-16.29, -2.97, -6.14)  0.32
C (-9.56, 1.09, -12.01)  -0.30
O (-13.93, -0.98, -13.10)  -0.33
H (-14.49, 1.56, -9.44)  -0.13
C (-14.84, -0.88, -14.05)  0.48
H (-18.29, 1.55, -9.39)  0.40
H (-9.01, -0.75, -8.67)  0.20
C (-10.20, 0.54, -6.64)  0.12
C (-15.50, -2.26, -5.89)  -0.44
C (-17.27, 2.58, -12.33)  0.52
C (-8.26, 1.80, -11.89)  -0.64
O (-18.03, 3.63, -11.87)  -0.36
H (-13.26, 0.36, -9.90)  0.06
C (-9.75, 3.29, -11.19)  0.32
H (-10.64, 2.83, -12.96)  0.16
C (-8.38, -0.20, -7.98)  -0.35
C (-13.73, -2.39, -4.42)  0.37
C (-9.58, 1.68, -7.47)  0.36
H (-18.32, 4.11, -9.78)  0.31
C (-18.50, 3.37, -10.56)  -0.49
H (-8.56, -0.33, -5.71)  0.27
H (-11.94, 0.08, -13.24)  -0.09
H (-13.94, -0.26, -15.92)  0.29
H (-12.22, -2.60, -5.79)  0.22
C (-13.64, 1.01, -14.28)  -0.52
C (-17.78, 2.12, -10.17)  -0.44
O (-13.23, -2.54, -3.30)  -0.63
H (-9.71, 0.45, -11.14)  0.14
H (-19.54, 3.26, -10.86)  0.31
O (-8.49, 2.91, -11.12)  -0.35
H (-16.77, 2.27, -9.77)  0.07
O (-8.61, 1.17, -8.33)  -0.30
H (-14.08, -3.57, -7.02)  0.34
H (-12.82, 1.34, -14.91)  0.43

Entry 2:
Here is a cluster of 2 separate species, C21H34F5N3O6SSi in total in a non-equilibrium geometry from the Open Molecules 2025 dataset. Energies are from wB97M-V/def2-TZVPD.

As for the spin multiplicity: 1. The value obtained for the max |F| is 3.423 eV/A. The calculated total energy is -2623.0472 Ha.

Last column: Mulliken charge in e.
Cartesian coordinates (Å):
C (1.17, 4.20, 0.19)  -1.01
H (1.22, 1.27, -2.63)  0.39
C (6.46, 3.92, 0.83)  -0.56
O (0.64, -1.23, 1.31)  -0.05
H (5.34, 4.26, -1.11)  0.28
H (-5.81, -4.22, -0.28)  0.29
N (-0.33, -0.35, 1.74)  -0.21
C (-0.49, 0.58, -1.51)  0.94
C (6.35, 3.35, 2.18)  -0.30
H (1.09, 1.28, 0.40)  -1.10
F (-4.85, -5.84, -4.38)  -0.29
H (-3.30, 0.28, -0.96)  0.28
C (4.06, 3.21, 0.38)  0.28
H (-1.70, -1.07, -1.08)  0.28
H (3.08, 4.67, -2.44)  0.35
H (3.90, -3.51, 0.72)  0.33
C (-4.90, 0.28, 0.55)  0.14
H (3.04, 2.22, 2.16)  0.11
H (2.97, -2.01, 0.24)  0.11
N (-0.94, -0.52, -0.65)  0.18
F (-5.23, -5.93, -2.26)  -0.29
H (-3.92, -2.48, -0.15)  0.14
C (5.29, 3.84, -0.08)  -0.21
H (-4.42, -1.87, -1.72)  0.07
H (1.74, 5.14, 0.47)  0.36
H (3.58, -2.25, 3.83)  0.35
H (1.06, -1.44, 3.39)  0.38
H (-3.53, 1.86, -0.07)  0.28
Si (2.46, 3.05, -0.66)  0.22
H (1.60, 3.75, -2.87)  0.35
O (-5.83, 0.98, 0.34)  -0.47
H (4.39, -1.88, 1.39)  0.27
H (-6.45, -3.28, -1.63)  0.29
H (1.80, -3.57, 2.01)  0.33
O (3.12, -3.03, 3.47)  -0.55
H (-2.95, -4.90, -3.14)  0.17
C (-3.77, -4.16, -3.03)  0.16
C (-3.46, 0.74, 0.05)  -0.21
C (3.98, 2.68, 1.76)  0.01
H (2.63, 0.53, -0.12)  0.45
C (5.12, 2.73, 2.68)  -0.77
O (-4.93, -0.98, 1.14)  -0.41
H (5.01, 2.30, 3.70)  0.36
O (-3.72, -3.11, -3.81)  -0.88
C (-5.03, -5.06, -3.29)  0.67
S (-2.68, 0.91, 2.70)  -0.15
H (-6.29, -2.53, -0.06)  0.44
H (-4.78, -0.83, 2.10)  0.30
C (-5.82, -3.23, -0.74)  -1.42
F (-6.19, -4.40, -3.47)  -0.27
C (-4.41, -2.78, -1.09)  0.32
F (-1.01, 0.30, -2.77)  -0.31
H (2.28, -0.51, 2.38)  0.06
H (1.47, -0.37, -1.98)  0.31
C (2.64, 3.63, -2.45)  -1.18
H (0.89, 3.72, 1.16)  0.22
H (7.42, 4.39, 0.48)  0.35
C (2.46, -2.69, 2.24)  0.05
O (-3.60, -3.79, -1.62)  -0.38
C (3.52, -2.52, 1.08)  -0.83
H (3.19, 2.93, -3.13)  0.36
H (7.21, 3.41, 2.88)  0.32
C (1.84, 1.25, -0.45)  1.06
H (-2.14, 2.19, 2.75)  0.22
C (1.07, 0.65, -1.70)  -1.16
H (0.06, 0.55, 2.05)  0.37
C (-1.26, -0.10, 0.68)  -0.21
F (-0.89, 1.85, -1.06)  -0.29
C (1.58, -1.39, 2.39)  -0.27
N (-2.40, 0.47, 1.04)  0.26
H (0.30, 4.44, -0.47)  0.31

Entry 3:
Here is a structure of composition C21H34MnP in a non-equilibrium geometry from the Open Molecules 2025 dataset. Energies are from wB97M-V/def2-TZVPD.

As for the spin multiplicity: 5. The value obtained for the max |F| is 2.808 eV/A. Its expectation value of S² is 6.300. The relative energy (zero: lowest compared OMol25 entry of this formula, charge and spin) comes out at 0.00 kJ/mol. As for the net charge: +2.

Last column: Löwdin spin population.
Cartesian coordinates (Å):
C (1.73, 0.38, 4.37)  0.00
C (1.60, -1.61, -3.05)  -0.08
H (-2.30, 4.39, 5.18)  0.00
C (-1.08, 2.88, 4.25)  0.00
H (-4.23, 2.86, 5.57)  0.00
H (-0.25, -1.35, 2.87)  0.00
H (-0.86, 1.65, -0.98)  0.00
C (0.55, -0.10, -4.88)  0.02
H (3.66, -1.61, -2.49)  0.00
C (1.20, 1.06, -0.56)  -0.10
H (-0.13, 2.45, 0.41)  0.00
C (-0.99, 1.54, 3.84)  0.00
H (-0.75, -0.30, 1.49)  0.00
C (-2.24, 3.35, 4.86)  0.00
H (-1.42, -4.32, -1.76)  0.00
H (0.84, -0.60, -5.82)  0.01
H (-4.11, 0.51, 4.76)  0.00
H (3.37, -1.94, -4.21)  -0.01
H (2.90, -2.89, -0.94)  0.00
C (3.03, -1.35, -3.34)  -0.01
H (-2.19, -2.85, -1.14)  0.00
H (2.38, 1.21, 4.69)  0.00
H (-2.77, -1.31, -2.61)  0.00
C (-3.26, 1.17, 4.63)  0.00
C (-2.13, -1.24, -3.49)  -0.01
C (-1.23, -3.35, -1.28)  0.01
C (0.07, -0.55, 2.18)  0.00
H (-2.18, -0.20, -3.85)  0.00
H (1.02, 4.05, -1.03)  0.00
Mn (0.32, -0.48, -1.69)  4.14
H (1.41, 0.64, 0.43)  0.00
H (1.31, 0.68, -4.68)  0.00
H (-0.58, 3.82, -1.76)  0.00
H (1.44, -3.58, -0.21)  0.00
H (3.18, -0.29, -3.58)  0.00
H (2.15, -4.33, -1.65)  0.00
H (0.92, -0.89, 1.59)  0.00
C (0.36, 3.32, -1.52)  0.00
C (-0.33, -2.53, -2.12)  0.03
C (1.94, -3.37, -1.17)  0.00
H (1.18, 1.88, 2.27)  0.00
H (-0.81, -3.53, -0.29)  0.00
H (0.82, 3.03, -2.47)  0.00
H (-2.54, -1.89, -4.28)  -0.01
P (0.55, 0.93, 3.11)  0.00
H (2.36, -0.42, 3.95)  0.00
H (-0.22, 3.55, 4.11)  0.00
C (-2.11, 0.70, 4.01)  0.00
C (-0.74, -1.61, -3.16)  -0.04
H (-0.42, 0.39, -5.02)  0.00
H (2.12, 1.34, -1.10)  0.01
C (0.09, 2.10, -0.62)  -0.02
H (-2.06, -0.35, 3.68)  0.00
C (1.11, -2.52, -2.05)  -0.02
C (0.48, -1.06, -3.75)  0.05
C (-3.33, 2.50, 5.07)  0.00
H (1.18, 0.01, 5.25)  0.00

Entry 4:
Here is the ion C21H34NO3 with charge +1 in a non-equilibrium geometry from the Open Molecules 2025 dataset. Energies are from wB97M-V/def2-TZVPD.

Its structure (SMILES) is CC(C)(C)c1ccc(CC[C@H]2OC[C@H](C[N+]3(C)CCOCC3)O2)cc1. As for the spin multiplicity: 1. The value obtained for the max |F| is 14.074 eV/A. The relative energy (zero: lowest compared OMol25 entry of this formula, charge and spin) comes out at 2076.88 kJ/mol. As for the net charge: +1.

Last column: Mulliken charge in e.
Cartesian coordinates (Å):
O (0.15, -2.93, -2.28)  -0.47
H (-2.10, 0.36, -1.05)  0.23
H (-2.53, -0.92, 3.81)  0.45
H (-4.04, -0.51, -0.41)  0.55
O (0.31, -2.12, 0.08)  -0.16
H (2.25, -3.45, -0.73)  0.10
H (0.73, -0.94, -1.54)  0.40
O (-4.05, -0.47, 3.01)  -0.35
C (-0.38, -3.81, -1.38)  -0.86
H (2.56, -1.88, 0.89)  0.54
H (-1.32, -4.10, -2.15)  0.32
C (2.25, -2.31, -0.96)  -0.24
C (2.71, -0.07, -0.21)  0.70
H (3.39, 2.47, -2.16)  0.17
C (0.91, -1.95, -1.19)  -0.02
C (0.17, 4.17, -0.64)  -1.64
H (4.15, -1.69, 0.13)  0.44
H (-0.43, 3.84, 0.15)  0.47
H (1.70, 4.36, 1.57)  0.59
C (3.00, 2.11, -1.11)  -0.06
H (-2.43, 0.36, 2.89)  0.64
H (-2.01, 0.80, 0.64)  1.19
H (-0.29, 3.56, -1.57)  0.25
H (-0.94, -3.73, 0.40)  1.66
C (-2.86, -0.55, 2.77)  -1.21
C (2.34, 4.72, -1.84)  -2.22
C (-1.82, 0.03, 0.17)  -1.46
C (2.26, 4.71, 0.85)  -1.79
H (0.39, -4.62, -1.12)  0.29
H (-2.18, -2.02, -1.54)  0.45
H (3.17, 4.81, 0.78)  0.63
H (3.30, 4.58, -1.78)  0.53
C (1.67, 1.77, 0.53)  0.38
C (3.23, 0.66, -1.25)  -1.15
C (-0.80, -3.09, -0.19)  -0.59
H (-4.13, 1.21, 1.42)  0.28
C (-4.46, 0.05, 1.50)  -0.90
H (-5.40, 0.10, 1.49)  0.63
H (1.99, 5.80, -1.70)  0.46
C (3.04, -1.65, 0.05)  -1.47
H (2.85, -2.29, -2.15)  0.28
H (-4.49, -1.76, 0.60)  0.73
H (-0.73, -0.21, 0.16)  -0.19
H (-0.18, 5.10, -0.90)  0.51
C (2.06, 2.72, -0.36)  0.29
C (-4.06, -0.93, 0.61)  -0.70
C (-2.29, -1.44, 1.92)  -0.19
H (4.10, 0.21, -1.82)  0.34
H (1.99, 5.94, 0.63)  0.30
H (0.92, 2.36, 1.16)  -0.06
N (-2.48, -1.10, 0.59)  0.49
H (1.22, 0.12, 1.56)  0.44
C (1.51, 4.23, -0.63)  1.63
H (1.98, 4.22, -2.56)  0.67
H (-2.56, -2.71, 2.05)  0.33
H (-1.15, -1.55, 2.01)  0.30
C (1.76, 0.54, 0.78)  -1.07
H (-3.14, -2.92, -0.30)  0.30
C (-2.29, -2.36, -0.44)  -1.15